Below is C47H56BEuF6N6O6Te2 as an isolated structure, with properties calculated with ωB97M-V with the def2-TZVPD basis set.

Cartesian coordinates (Å):
Eu  14.066  2.510  16.041
C  11.249  3.249  18.493
C  12.025  4.016  17.471
C  11.654  4.358  16.139
C  12.637  5.252  15.669
C  12.715  6.049  14.429
N  13.598  5.351  16.683
N  13.226  4.507  17.721
B  14.448  6.519  17.215
N  15.625  5.906  18.046
N  16.112  4.648  17.837
C  17.433  4.706  18.227
C  18.413  3.666  17.865
C  17.659  5.919  18.923
C  16.442  6.622  18.864
C  16.248  8.033  19.290
N  14.892  7.470  15.980
N  15.882  6.871  15.175
C  16.502  7.783  14.479
C  17.429  7.287  13.449
C  16.090  9.089  14.977
C  15.047  8.827  15.867
C  14.414  9.872  16.672
H  10.242  3.731  18.564
H  11.826  3.311  19.424
H  11.191  2.209  18.153
H  10.734  4.019  15.616
H  12.179  5.518  13.658
H  13.701  6.279  14.094
H  12.152  6.964  14.555
H  13.874  7.212  18.073
H  18.024  2.674  17.507
H  19.017  3.501  18.774
H  19.130  4.067  17.138
H  18.520  6.164  19.457
H  17.110  8.366  19.867
H  15.328  8.092  19.877
H  16.171  8.603  18.388
H  17.910  8.113  12.899
H  16.824  6.765  12.682
H  18.100  6.531  13.826
H  16.376  10.100  14.670
H  14.160  9.553  17.674
H  13.411  10.182  16.386
H  15.061  10.766  16.676
O  14.634  0.592  12.136
C  13.860  1.595  11.554
C  13.339  2.581  12.674
O  12.378  3.296  12.405
O  14.081  2.544  13.759
C  12.724  0.968  10.824
C  11.715  0.368  11.641
C  10.588  -0.108  11.018
C  10.505  -0.201  9.634
C  11.615  0.111  8.878
C  12.716  0.692  9.469
C  14.828  2.357  10.656
C  16.203  2.128  10.822
C  17.090  2.640  9.892
C  16.600  3.539  8.897
C  15.237  3.707  8.680
C  14.324  3.103  9.555
H  14.523  0.634  13.082
H  11.803  0.410  12.717
H  9.666  -0.338  11.650
H  9.677  -0.743  9.138
H  11.668  -0.145  7.808
H  13.592  0.929  8.855
H  16.652  1.568  11.625
H  18.129  2.438  10.003
H  17.291  4.125  8.283
H  14.918  4.347  7.882
H  13.262  3.293  9.481
O  16.504  2.397  15.089
H  17.330  2.836  15.318
H  16.446  2.385  14.112
O  15.323  1.883  18.070
H  15.312  1.066  18.592
H  15.660  2.662  18.515
C  13.338  -2.032  15.894
C  12.919  -0.705  16.569
O  13.759  0.334  16.134
C  11.408  -0.385  16.186
F  10.482  -0.687  17.121
F  11.053  -1.060  15.040
F  11.339  0.966  15.828
C  13.139  -0.899  18.114
F  14.442  -0.717  18.495
F  12.363  -0.089  18.902
F  12.826  -2.218  18.455
H  12.798  -2.946  16.143
H  13.367  -1.898  14.788
H  14.396  -2.241  16.229
Te  21.164  4.221  15.047
C  23.154  4.840  15.411
C  24.032  5.062  14.302
C  25.327  5.551  14.543
C  25.800  5.664  15.869
C  24.954  5.344  16.927
C  23.648  4.980  16.743
C  21.812  2.463  14.097
C  22.610  1.624  14.843
C  22.773  0.282  14.506
C  22.168  -0.229  13.332
C  21.476  0.632  12.471
C  21.346  1.979  12.869
H  23.529  4.997  13.315
H  25.864  5.967  13.701
H  26.815  5.954  16.117
H  25.339  5.496  17.905
H  23.014  4.775  17.570
H  22.962  1.969  15.810
H  23.459  -0.295  15.073
H  22.313  -1.260  13.044
H  21.042  0.263  11.572
H  20.726  2.709  12.307
C  17.301  -4.045  15.975
Te  18.540  -2.437  15.055
C  18.302  -2.994  13.004
H  16.756  -4.524  15.111
H  16.625  -3.546  16.682
H  17.959  -4.732  16.493
H  19.284  -3.332  12.624
H  18.004  -2.098  12.471
H  17.537  -3.787  12.933

Computed properties:
**2S+1**: 7
**Frontier orbital gap (alpha / beta)**: 5.66 / 7.99 eV
**HOMO (alpha / beta)**: -7.856 / -7.856 eV
**Largest force on an atom**: 2.84 eV Å⁻¹